Entry 1:
Computed, not measured: a cluster of 9 separate species, C39H93N3O15 in total at a distorted geometry, with ωB97M-V/def2-TZVPD.

Last column: Mulliken spin population.
CARTESIAN COORDINATES (ANGSTROEM)
C1 6.212 4.751 -0.118  0.000
C2 6.152 6.084 0.605  0.000
C3 5.434 7.165 -0.245  0.000
C4 3.882 7.069 -0.236  0.000
C5 3.432 7.250 1.148  0.000
C6 4.080 6.288 2.214  0.000
N1 5.536 6.038 1.990  0.000
O1 6.200 5.083 2.780  0.000
C7 3.981 6.890 3.597  0.000
C8 3.136 5.049 2.213  0.000
C9 7.574 6.717 0.734  0.000
H1 5.288 4.179 -0.194  0.001
H2 6.729 4.007 0.489  0.000
H3 6.717 4.700 -1.083  0.000
H4 5.718 8.207 -0.093  0.000
H5 5.802 6.913 -1.239  0.000
H6 3.453 6.166 -0.670  0.000
H7 3.388 7.799 -0.877  0.000
H8 2.362 7.137 1.325  0.000
H9 3.658 8.293 1.368  0.000
H10 3.010 7.384 3.637  0.000
H11 3.961 6.083 4.329  0.000
H12 4.706 7.661 3.859  0.000
H13 2.099 5.193 2.516  0.000
H14 2.969 4.630 1.221  0.001
H15 3.556 4.279 2.860  0.000
H16 8.219 6.006 1.251  0.000
H17 7.377 7.451 1.515  0.000
H18 8.008 7.290 -0.086  0.000
H19 6.568 5.675 3.439  0.000
C10 -6.918 -1.371 -5.086  0.000
C11 -5.721 -2.217 -4.574  0.000
C12 -5.114 -1.426 -3.376  0.000
C13 -4.330 -2.272 -2.390  -0.001
C14 -4.872 -3.736 -2.165  0.000
C15 -5.327 -4.451 -3.436  0.000
N2 -6.200 -3.536 -4.203  0.000
O2 -6.854 -4.233 -5.309  0.000
C16 -4.061 -4.981 -4.126  0.000
C17 -6.282 -5.621 -2.957  0.000
C18 -4.713 -2.250 -5.714  0.000
H20 -6.986 -1.630 -6.143  0.000
H21 -6.704 -0.319 -4.894  0.000
H22 -7.779 -1.543 -4.440  0.000
H23 -4.426 -0.665 -3.745  0.000
H24 -5.898 -0.856 -2.878  0.000
H25 -4.517 -1.885 -1.388  0.000
H26 -3.285 -2.051 -2.606  0.001
H27 -5.635 -3.634 -1.393  0.000
H28 -4.062 -4.319 -1.728  0.000
H29 -3.943 -6.011 -3.789  0.000
H30 -4.146 -5.055 -5.210  0.000
H31 -3.173 -4.407 -3.861  0.000
H32 -7.079 -5.308 -2.283  0.000
H33 -6.907 -6.132 -3.689  0.000
H34 -5.715 -6.442 -2.519  0.000
H35 -3.793 -2.643 -5.280  0.000
H36 -4.503 -1.291 -6.187  0.000
H37 -4.999 -2.913 -6.530  0.000
H38 -6.129 -4.377 -5.922  0.000
C19 1.659 0.173 -2.383  0.118
C20 1.415 1.371 -1.397  -0.040
C21 0.525 2.564 -2.147  0.018
C22 -0.864 2.266 -2.061  -0.016
C23 -1.400 1.996 -0.652  0.026
C24 -0.650 0.775 0.154  -0.033
N3 0.775 0.884 -0.150  0.698
O3 1.621 0.215 0.642  0.086
C25 -1.136 1.085 1.591  0.038
C26 -1.234 -0.679 -0.299  0.078
C27 2.844 2.064 -1.031  0.025
H39 2.417 -0.487 -1.960  -0.002
H40 1.966 0.419 -3.400  0.002
H41 0.667 -0.248 -2.549  -0.027
H42 0.811 3.503 -1.673  -0.004
H43 0.757 2.659 -3.208  -0.001
H44 -1.010 1.389 -2.691  0.002
H45 -1.279 3.249 -2.285  0.002
H46 -2.419 1.695 -0.895  0.000
H47 -1.307 2.887 -0.031  -0.007
H48 -1.111 2.108 1.966  -0.003
H49 -2.193 0.821 1.609  0.001
H50 -0.674 0.398 2.301  -0.004
H51 -0.972 -1.500 0.369  -0.004
H52 -2.305 -0.759 -0.485  0.003
H53 -0.870 -0.994 -1.276  -0.006
H54 3.168 2.578 -1.936  0.001
H55 3.715 1.441 -0.829  0.000
H56 2.808 2.756 -0.189  0.007
H57 2.152 0.918 1.024  0.041
C28 -0.566 -2.027 -4.480  0.000
C29 0.251 -3.049 -3.586  0.001
O4 0.821 -4.189 -4.281  0.000
O5 0.149 -1.342 -5.427  0.000
H58 -1.193 -1.363 -3.885  -0.001
H59 -1.371 -2.402 -5.112  0.000
H60 -0.488 -3.472 -2.906  0.000
H61 1.060 -2.657 -2.970  -0.001
H62 1.646 -3.910 -4.685  0.000
H63 0.538 -2.039 -5.962  0.000
C30 -3.536 -5.771 3.382  0.000
C31 -2.378 -5.085 2.857  0.000
O6 -2.725 -3.774 2.328  0.000
O7 -3.162 -6.920 4.168  0.000
H64 -4.112 -6.070 2.506  0.000
H65 -4.138 -5.219 4.104  0.000
H66 -1.996 -5.503 1.926  0.000
H67 -1.505 -5.178 3.503  0.000
H68 -2.002 -3.330 1.879  0.000
H69 -3.851 -7.215 4.768  0.000
C32 5.069 1.189 2.292  -0.001
C33 5.469 0.263 3.500  0.000
O8 4.511 -0.756 3.654  0.000
O9 3.689 1.714 2.290  0.004
H70 5.185 0.702 1.324  0.000
H71 5.864 1.935 2.258  0.000
H72 5.579 0.799 4.443  0.000
H73 6.395 -0.302 3.393  0.000
H74 4.525 -1.326 2.882  0.000
H75 3.390 2.298 2.991  -0.001
C34 0.005 -2.017 3.703  0.000
C35 -0.803 -2.136 4.991  0.000
O10 -1.717 -0.940 5.013  0.000
O11 0.914 -3.149 3.722  0.000
H76 0.446 -1.041 3.500  0.000
H77 -0.836 -2.095 3.013  0.000
H78 -0.182 -2.183 5.886  0.000
H79 -1.436 -3.018 4.897  0.000
H80 -2.601 -1.297 4.906  0.000
H81 1.700 -2.720 4.067  0.000
C36 3.105 -3.013 -0.097  0.007
C37 3.509 -2.967 1.418  0.001
O12 4.847 -2.400 1.406  0.000
O13 3.992 -3.653 -0.939  0.000
H82 2.888 -2.062 -0.584  -0.009
H83 2.128 -3.489 -0.181  0.000
H84 3.745 -3.920 1.893  0.000
H85 2.802 -2.412 2.035  -0.001
H86 5.084 -2.543 0.487  0.000
H87 3.742 -4.576 -0.847  0.000
C38 -4.661 0.777 4.008  0.000
C39 -4.600 -0.679 3.477  0.000
O14 -4.887 -1.615 4.367  0.000
O15 -5.573 1.648 3.336  0.000
H88 -3.653 1.181 4.104  0.000
H89 -4.972 0.808 5.052  0.000
H90 -3.652 -1.020 3.061  0.000
H91 -5.166 -0.913 2.575  0.000
H92 -5.829 -1.432 4.395  0.000
H93 -6.469 1.459 3.622  0.000

Calculated values
Charge: +1
E_tot, Eh: -2833.8758
2S+1: 2
Energy relative to the best compared isomer or geometry (same formula, charge and spin), kJ/mol: 258.6
HOMO (spin up / spin down), eV: -10.3 / -10.3
Lowest unoccupied orbital energy (spin up / spin down), eV: -1.995 / -5.933

Entry 2:
Computed, not measured: a structure of composition C34H35GeN6O5S2W at a distorted geometry, with ωB97M-V/def2-TZVPD.

Last column: Mulliken spin population.
CARTESIAN COORDINATES (ANGSTROEM)
W1 0.183 0.804 0.004  1.775
N1 -3.458 3.268 -0.239  -0.001
C1 -2.180 2.842 -0.293  0.061
S1 -1.944 1.157 -0.893  -0.118
N2 -1.205 3.575 0.105  -0.003
N3 0.021 2.975 -0.029  0.073
C2 1.041 3.764 -0.040  -0.027
C3 2.359 3.312 -0.363  0.025
C4 3.430 4.204 -0.174  0.012
C5 4.715 3.865 -0.512  -0.008
C6 4.967 2.614 -1.081  0.007
C7 3.929 1.731 -1.307  -0.011
C8 2.626 2.058 -0.959  0.042
O1 1.658 1.139 -1.203  0.146
H1 -4.144 2.776 -0.786  0.001
H2 -3.611 4.255 -0.093  0.001
H3 0.874 4.818 0.171  -0.008
H4 3.216 5.180 0.248  0.000
H5 5.524 4.564 -0.350  0.000
H6 5.975 2.333 -1.353  0.000
H7 4.117 0.764 -1.752  -0.002
C9 -4.474 0.287 3.792  0.000
C10 -3.475 1.061 2.943  -0.001
S2 -1.887 0.273 2.950  0.030
O2 -1.065 0.957 1.922  0.005
O3 -2.008 -1.153 2.844  0.010
C11 -1.105 0.709 4.502  -0.004
C12 0.174 -0.117 4.701  0.004
N4 0.964 -0.182 3.459  0.009
C13 1.421 0.906 2.814  0.018
N5 1.681 0.638 1.540  0.065
C14 1.339 -0.721 1.305  0.084
C15 0.912 -1.213 2.542  0.203
N6 0.638 -2.562 2.855  -0.012
O4 0.540 -2.886 4.028  0.070
O5 0.527 -3.306 1.896  0.062
C16 1.569 2.256 3.406  -0.008
H8 -5.445 0.774 3.730  0.000
H9 -4.189 0.262 4.844  0.000
H10 -4.580 -0.735 3.436  0.000
H11 -3.311 2.089 3.276  0.000
H12 -3.738 1.093 1.883  0.001
H13 -1.811 0.490 5.304  0.001
H14 -0.936 1.785 4.458  -0.001
H15 -0.063 -1.137 4.978  -0.003
H16 0.774 0.319 5.496  -0.003
H17 1.916 -1.320 0.610  0.005
H18 1.419 2.259 4.483  -0.001
H19 0.858 2.941 2.937  0.003
H20 2.572 2.626 3.196  0.001
C17 -4.070 -3.552 -0.632  0.021
C18 -3.141 -3.151 0.322  -0.008
C19 -1.997 -2.481 -0.072  0.092
C20 -1.777 -2.202 -1.425  -0.102
C21 -2.720 -2.596 -2.378  0.027
C22 -3.859 -3.279 -1.978  0.000
Ge1 -0.147 -1.370 -2.014  0.253
C23 1.486 -2.323 -1.652  0.031
C24 1.389 -3.551 -0.994  0.102
C25 2.527 -4.312 -0.766  -0.012
C26 3.767 -3.847 -1.183  0.033
C27 3.872 -2.620 -1.833  -0.014
C28 2.738 -1.859 -2.063  0.028
C29 -0.244 -0.479 -3.715  -0.017
C30 0.810 -0.656 -4.617  0.037
C31 0.716 -0.143 -5.902  -0.009
C32 -0.423 0.546 -6.294  0.025
C33 -1.481 0.712 -5.407  -0.012
C34 -1.394 0.203 -4.122  0.022
H21 -4.960 -4.086 -0.326  0.001
H22 -3.297 -3.371 1.371  0.001
H23 -1.261 -2.189 0.663  -0.027
H24 -2.561 -2.379 -3.428  0.003
H25 -4.579 -3.600 -2.720  0.000
H26 0.426 -3.920 -0.659  0.003
H27 2.441 -5.265 -0.262  0.001
H28 4.654 -4.441 -1.007  0.001
H29 4.838 -2.265 -2.169  0.000
H30 2.815 -0.906 -2.567  0.007
H31 1.690 -1.217 -4.334  0.003
H32 1.530 -0.292 -6.599  0.000
H33 -0.495 0.945 -7.298  0.001
H34 -2.376 1.233 -5.721  0.000
H35 -2.230 0.320 -3.446  0.006

Calculated values
Charge: +2
E_tot, Eh: -4961.1043
2S+1: 4
Energy relative to the best compared isomer or geometry (same formula, charge and spin), kJ/mol: 81.7
HOMO (spin up / spin down), eV: -12.6 / -13.9
Lowest unoccupied orbital energy (spin up / spin down), eV: -6.831 / -7.830